*a*
{
  "formula": "C2H8N2O2",
  "method": "ωB97M-V/def2-TZVPD",
  "elements": ["C", "N", "H", "H", "H", "H", "H", "N", "C", "O", "O", "H", "H", "H"],
  "coordinates": [[1.464, 0.854, -1.045], [1.204, 1.650, 0.015], [1.707, 1.363, 0.849], [0.147, 1.609, 0.248], [2.417, 0.334, -1.071], [1.098, 1.219, -2.000], [0.406, -0.163, -0.959], [-1.231, -1.792, 1.571], [-0.778, -0.408, -0.316], [-0.411, -1.556, 0.420], [-1.109, 0.650, 0.306], [-1.445, -0.874, 1.964], [-2.106, -2.187, 1.223], [-1.364, -0.698, -1.205]],
  "total_charge": 0,
  "e_lumo_ev": 0.14,
  "orbital_gap_ev": 9.551,
  "multiplicity": 1
}

*b*
{
  "formula": "C2H8N2O2",
  "method": "ωB97M-V/def2-TZVPD",
  "elements": ["N", "C", "N", "H", "H", "H", "H", "H", "H", "O", "C", "O", "H", "H"],
  "coordinates": [[-0.061, -1.572, -2.046], [-0.908, -0.416, -1.688], [-0.138, 0.744, -1.199], [-0.335, -1.967, -2.931], [0.772, -1.055, -2.283], [-1.550, -0.765, -0.767], [-1.756, -0.063, -2.541], [0.369, 1.296, -1.869], [-0.881, 1.353, -0.830], [-0.259, 1.350, 1.952], [0.129, 0.188, 2.060], [1.252, -0.296, 1.533], [-0.237, -0.480, 2.724], [1.741, 0.408, 1.102]],
  "total_charge": 0,
  "e_lumo_ev": 0.92,
  "orbital_gap_ev": 10.112,
  "smiles": "O=CO.NCN",
  "multiplicity": 1
}

*b* is preferred energetically. Next in line: 2.940 eV higher.

*a*
{
  "formula": "CH3N3O",
  "method": "ωB97M-V/def2-TZVPD",
  "elements": ["C", "N", "N", "N", "O", "H", "H", "H"],
  "coordinates": [[-0.467, -0.032, -0.210], [-0.393, 1.259, -0.694], [-1.471, -0.895, -0.116], [0.769, -0.333, 0.261], [0.032, 2.394, -0.300], [1.421, -0.664, -0.477], [-1.296, -1.784, 0.336], [1.405, 0.054, 1.199]],
  "total_charge": 0,
  "e_lumo_ev": [-0.96, -1.29],
  "orbital_gap_ev": [8.292, 7.956],
  "smiles": "[H]/N=C(\\N)N=O",
  "multiplicity": 1
}

*b*
{
  "formula": "CH3N3O",
  "method": "ωB97M-V/def2-TZVPD",
  "elements": ["C", "N", "N", "N", "O", "H", "H", "H"],
  "coordinates": [[-1.177, 0.392, 0.010], [1.275, -0.946, 0.002], [1.452, 0.264, 0.048], [-1.308, 1.532, 0.202], [-1.116, -0.700, -0.375], [1.050, -1.649, 0.645], [1.198, -1.395, -1.016], [-1.374, 2.502, 0.485]],
  "total_charge": 0,
  "e_lumo_ev": 0.84,
  "orbital_gap_ev": 8.852,
  "multiplicity": 1
}

*b* is preferred energetically. Next in line: 2.097 eV higher.